Below is an isolated molecule of C5H7NO2, with properties calculated with wB97M-V/def2-TZVPD.

Last column: Löwdin charge in e.
Cartesian coordinates (Å):
O: -2.040 -0.742 -0.456  -0.030
C: -0.851 -0.339 0.328  -0.259
C: -1.099 1.340 0.164  -0.036
N: -0.230 2.146 -0.322  0.102
O: 1.179 1.616 -0.250  -0.093
C: 1.146 0.262 0.328  -0.366
C: 1.887 -0.975 -0.121  0.060
C: 0.361 -0.557 -0.433  -0.257
H: -2.763 -0.832 0.108  0.047
H: -0.826 -0.680 1.320  0.127
H: -2.071 1.713 0.196  0.087
H: 0.686 0.264 1.276  0.128
H: 1.964 -1.801 0.630  0.103
H: 2.550 -0.906 -1.141  0.169
H: 0.104 -0.509 -1.627  0.217

Frontier orbital gap in eV: 9.86
2S+1: 1
Energy above the lowest of the compared OMol25 structures with the same formula, charge and spin in eV: 7.106
Charge: 0
SMILES: O[C@@H]1C=NO[C@@H]2C[C@@H]12
E_tot in eV: -10876.51159